59
Properties=species:S:1:pos:R:3 method="wB97M-V/def2-TZVPD" charge=+4 e_homo_ha=-0.7337
Zr 0.077 -0.188 0.150
C -0.253 2.864 0.341
C -1.712 2.472 0.305
O -1.798 1.013 0.477
C -3.035 0.428 -0.055
C -2.730 -0.127 -1.421
O -1.457 -0.844 -1.229
C -1.007 -1.776 -2.272
C -0.289 -2.875 -1.526
O 0.613 -2.247 -0.536
C 2.050 -2.426 -0.752
C 2.528 -1.315 -1.665
O 1.869 -0.099 -1.184
C 2.165 1.122 -1.936
C 1.733 2.262 -1.048
O 0.440 1.848 -0.476
H 0.191 2.848 1.334
H -0.102 3.843 -0.114
H -2.156 2.721 -0.659
H -2.269 2.954 1.108
H -3.819 1.184 -0.082
H -3.329 -0.353 0.645
H -2.569 0.638 -2.181
H -3.488 -0.836 -1.751
H -0.368 -1.224 -2.963
H -1.876 -2.148 -2.814
H 0.295 -3.499 -2.199
H -0.976 -3.499 -0.958
H 2.235 -3.407 -1.186
H 2.508 -2.387 0.235
H 2.243 -1.469 -2.707
H 3.608 -1.181 -1.597
H 1.610 1.089 -2.874
H 3.234 1.172 -2.141
H 1.580 3.173 -1.626
H 2.424 2.449 -0.226
C -0.609 -1.742 2.232
As 0.160 0.018 2.799
C 2.027 -0.240 2.180
C 0.432 -0.230 5.573
C 0.898 -1.441 6.009
C -0.028 -2.463 6.419
C 0.429 -3.594 7.032
C 1.810 -3.750 7.245
C 2.745 -2.779 6.843
C 2.306 -1.643 6.228
H -1.368 -1.973 2.981
H 0.108 -2.560 2.199
H -1.222 -1.763 1.302
H 2.628 0.469 2.754
H 2.243 0.085 1.141
H 2.434 -1.238 2.333
H -0.619 0.013 5.685
H 1.098 0.627 5.548
H -1.092 -2.296 6.300
H -0.259 -4.350 7.385
H 2.164 -4.639 7.754
H 3.795 -2.924 7.057
H 3.004 -0.857 5.964



62
Properties=species:S:1:pos:R:3 method="wB97M-V/def2-TZVPD" e_homo_ha="-0.2730 / -0.3008" s2=8.76 multiplicity=6
O -4.203 -0.779 -2.793
C -4.463 -1.289 -3.868
C -5.257 -2.539 -4.048
C -5.731 -3.213 -2.912
H -5.545 -2.795 -1.921
C -6.432 -4.410 -3.059
H -6.795 -4.935 -2.173
C -6.663 -4.936 -4.340
H -7.194 -5.881 -4.456
C -6.218 -4.244 -5.479
H -6.408 -4.635 -6.481
C -5.522 -3.044 -5.330
H -5.164 -2.469 -6.186
H -4.127 -0.840 -4.830
C 1.083 -2.327 -2.244
C 1.334 -1.065 -1.489
H 1.991 -2.758 -2.677
H 0.363 -2.162 -3.058
H 0.638 -3.092 -1.590
C 2.424 -0.333 -1.353
C 3.819 -0.814 -1.661
H 2.381 0.688 -0.965
H 3.811 -1.735 -2.259
H 4.381 -1.016 -0.738
H 4.375 -0.048 -2.208
Fe -0.359 -0.878 -0.404
Cl -0.411 -2.324 1.189
Cl -1.709 0.028 -1.774
C 2.202 -0.551 2.210
O 1.496 0.325 1.677
N 3.139 -0.303 3.146
C 3.426 1.059 3.567
C 3.989 -1.349 3.691
H 2.109 -1.619 1.930
H 2.746 1.736 3.043
H 4.469 1.310 3.329
H 3.298 1.149 4.654
H 3.680 -2.317 3.278
H 3.917 -1.377 4.786
H 5.042 -1.164 3.434
H 1.566 5.389 -1.066
H -0.932 5.849 -1.645
C 1.468 4.458 -1.640
C -0.909 4.896 -2.191
N 0.090 4.002 -1.628
H 2.088 3.676 -1.197
C -0.213 2.795 -1.104
O 0.595 2.082 -0.490
H -1.897 4.427 -2.135
H -1.259 2.480 -1.274
H 1.785 4.658 -2.672
H -0.677 5.125 -3.240
C -1.283 0.290 3.699
S -2.009 1.572 2.677
C -0.686 2.783 2.649
O -2.175 1.035 1.289
H -1.975 0.167 4.542
H -0.300 0.625 4.048
H -1.197 -0.639 3.121
H 0.186 2.315 2.179
H -1.046 3.637 2.057
H -0.481 3.097 3.678



68
Properties=species:S:1:pos:R:3 method="wB97M-V/def2-TZVPD" charge=-1 e_homo_ha=-0.1849
C -2.693 1.220 0.653
C -1.452 1.030 -0.184
Cl -0.070 1.863 0.636
C -1.158 -0.446 -0.664
Cl 0.665 -0.669 -0.798
Nb -1.868 -2.175 0.680
Cl -0.916 -1.244 2.754
H -3.533 0.679 0.236
H -2.943 2.280 0.622
H -2.551 0.973 1.698
H -1.600 1.621 -1.081
H -1.548 -0.541 -1.670
H -0.292 -3.065 0.409
H -2.452 -3.649 1.580
H -3.530 -1.457 0.939
H -2.450 -2.993 -0.837
C 3.470 -3.362 -2.528
C 2.582 -4.236 -1.678
C 3.290 -5.397 -1.025
O 2.242 -6.371 -0.925
C 1.346 -6.108 -1.908
O 0.463 -6.840 -2.225
O 1.601 -4.913 -2.486
H 3.856 -3.921 -3.383
H 2.903 -2.520 -2.923
H 4.305 -2.975 -1.944
H 2.053 -3.627 -0.941
H 3.684 -5.156 -0.041
H 4.092 -5.810 -1.644
C -1.823 -7.320 -4.306
C -1.943 -7.204 -5.803
C -1.402 -5.916 -6.375
O -2.207 -5.740 -7.552
C -3.385 -6.376 -7.340
O -4.341 -6.270 -8.040
O -3.322 -7.143 -6.229
H -2.428 -6.563 -3.807
H -2.184 -8.291 -3.968
H -0.787 -7.209 -3.989
H -1.487 -8.072 -6.289
H -0.350 -5.976 -6.641
H -1.556 -5.062 -5.712
C -0.398 6.970 1.140
C -1.399 6.264 2.016
C -0.845 5.080 2.775
O -1.997 4.241 2.912
C -2.831 4.519 1.886
O -3.767 3.849 1.592
O -2.434 5.638 1.231
H -0.057 6.312 0.338
H -0.849 7.843 0.667
H 0.454 7.294 1.724
H -1.875 6.975 2.696
H -0.452 5.349 3.751
H -0.082 4.534 2.216
C 3.243 4.549 5.561
C 3.176 5.972 5.066
C 3.011 7.015 6.149
O 2.297 8.056 5.466
C 1.602 7.479 4.458
O 0.760 8.017 3.813
O 1.990 6.194 4.282
H 2.303 4.260 6.030
H 3.411 3.863 4.732
H 4.054 4.428 6.280
H 4.040 6.196 4.435
H 3.959 7.389 6.528
H 2.402 6.664 6.985



58
Properties=species:S:1:pos:R:3 method="wB97M-V/def2-TZVPD" e_homo_ha="-0.1229 / -0.1227"
Hf 0.186 0.288 0.221
Si 1.893 0.894 -1.731
P 0.077 0.840 -3.097
N -0.669 -1.361 -0.402
H 1.878 -0.449 0.227
C -1.716 0.635 -2.776
H -2.214 0.460 -3.743
H -2.149 1.534 -2.316
H -1.900 -0.229 -2.121
C 0.167 2.338 -4.102
H -0.328 2.153 -5.066
H 1.211 2.622 -4.282
H -0.343 3.164 -3.589
C 0.429 -0.583 -4.177
H -0.163 -0.487 -5.099
H 0.167 -1.523 -3.668
H 1.498 -0.606 -4.429
C 2.717 2.593 -1.598
H 2.500 3.036 -0.614
H 2.406 3.292 -2.383
H 3.804 2.429 -1.668
H 1.433 -1.142 0.107
H 2.956 -0.051 -2.267
C -0.748 -2.661 -0.729
C -1.928 -4.785 -0.657
C -1.921 -3.415 -0.451
C 0.388 -3.327 -1.287
C 0.356 -4.697 -1.495
C -0.797 -5.431 -1.188
H -2.815 -5.364 -0.405
H -2.770 -2.879 -0.020
H 1.289 -2.734 -1.475
H 1.244 -5.187 -1.896
H -0.819 -6.509 -1.357
C -1.889 2.938 0.529
O -1.130 1.913 0.329
C -2.642 3.084 1.791
H -2.142 3.844 2.409
H -2.725 2.148 2.349
H -3.646 3.470 1.559
C -1.871 4.085 -0.410
H -2.825 4.135 -0.965
H -1.039 4.063 -1.127
H -1.807 5.018 0.174
C 1.843 -1.110 6.292
C 1.326 -0.685 4.953
C 1.895 0.410 4.300
C 1.463 0.762 3.029
N 0.524 0.013 2.373
C -0.151 -0.960 3.064
C 0.253 -1.340 4.337
H 2.895 -1.420 6.248
H 1.782 -0.278 7.004
H 1.268 -1.959 6.676
H 2.697 0.974 4.767
H 1.848 1.628 2.482
H -0.989 -1.429 2.536
H -0.256 -2.164 4.832



Looking at energy for the records above, in order, we have -92552.8779, -101674.5120, -83924.4461, -43733.8162 eV.